No. 1
This record from OMol25 describes 9 unconnected molecules or ions with the total composition C32H48F6O24P. The level of theory is ωB97M-V/def2-TZVPD.

```
111
Properties=species:S:1:pos:R:3
P 0.198 0.473 -0.222
F 0.999 1.839 0.081
F -0.476 0.565 1.295
F -1.084 1.186 -0.956
F -0.518 -0.984 -0.542
F 0.864 0.375 -1.681
F 1.465 -0.450 0.301
C -1.189 -4.669 0.430
C -0.651 -4.080 1.784
C -0.677 -2.550 1.953
O -1.179 -2.383 3.189
C -1.829 -3.496 3.642
O -2.641 -3.467 4.550
O -1.542 -4.476 2.782
H -1.456 -5.717 0.563
H -0.343 -4.685 -0.257
H -2.058 -4.159 0.013
H 0.315 -4.580 1.852
H -1.351 -2.068 1.245
H 0.304 -2.078 1.890
C -2.753 0.271 4.570
C -3.770 0.799 3.575
C -3.464 0.316 2.155
O -4.583 -0.572 1.803
C -5.377 -0.700 2.883
O -6.364 -1.365 2.978
O -5.020 0.185 3.803
H -3.020 0.478 5.607
H -1.738 0.627 4.398
H -2.705 -0.817 4.517
H -3.729 1.887 3.640
H -2.568 -0.305 2.140
H -3.428 1.086 1.385
C 1.988 1.574 3.393
C 3.104 2.624 3.566
C 4.024 2.387 4.711
O 5.318 2.355 4.160
C 5.183 2.398 2.820
O 6.127 2.413 2.003
O 3.891 2.470 2.470
H 1.508 1.738 2.428
H 1.173 1.706 4.104
H 2.272 0.525 3.469
H 2.754 3.649 3.695
H 3.819 1.395 5.114
H 3.951 3.159 5.477
C -1.654 4.218 0.327
C -0.497 4.852 1.110
C 0.807 4.986 0.336
O 1.063 6.349 0.395
C 0.214 6.976 1.219
O 0.319 8.167 1.547
O -0.837 6.162 1.431
H -1.490 3.141 0.304
H -1.629 4.655 -0.671
H -2.607 4.418 0.817
H -0.395 4.336 2.065
H 0.704 4.840 -0.739
H 1.610 4.463 0.856
C -4.148 -0.229 -2.377
C -5.282 -0.731 -1.465
C -6.607 -0.039 -1.537
O -7.444 -1.210 -1.457
C -6.795 -2.271 -2.032
O -7.307 -3.313 -2.426
O -5.501 -1.930 -2.038
H -3.301 -0.914 -2.406
H -3.768 0.759 -2.117
H -4.481 -0.063 -3.402
H -4.917 -0.874 -0.448
H -6.844 0.398 -2.507
H -6.735 0.726 -0.771
C 1.638 -2.681 -2.201
C 2.662 -3.770 -2.111
C 4.028 -3.272 -1.694
O 4.371 -4.051 -0.535
C 3.307 -4.760 -0.132
O 3.191 -5.441 0.904
O 2.338 -4.595 -1.076
H 0.624 -3.074 -2.272
H 1.853 -1.967 -2.996
H 1.762 -2.085 -1.296
H 2.697 -4.417 -2.987
H 3.969 -2.206 -1.475
H 4.756 -3.360 -2.501
C -1.046 0.733 -4.957
C -0.200 -0.539 -4.623
C -1.166 -1.566 -4.145
O -0.779 -2.705 -4.901
C 0.143 -2.378 -5.815
O 0.610 -3.159 -6.631
O 0.360 -1.059 -5.743
H -1.405 1.181 -4.030
H -1.896 0.572 -5.620
H -0.314 1.465 -5.298
H 0.541 -0.443 -3.830
H -2.216 -1.370 -4.363
H -1.005 -1.715 -3.077
C 5.755 -0.130 -0.200
C 5.009 0.574 -1.298
C 3.900 1.497 -0.787
O 4.307 2.790 -1.258
C 5.330 2.675 -2.156
O 5.679 3.501 -2.981
O 5.864 1.412 -2.087
H 6.463 -0.826 -0.649
H 5.097 -0.648 0.497
H 6.244 0.617 0.426
H 4.545 -0.142 -1.977
H 3.814 1.407 0.296
H 2.947 1.184 -1.213
```

Calculated values
Energy above the lowest of the compared OMol25 structures with the same formula, charge and spin ... 374.3 kJ/mol
HOMO-LUMO gap ... 10.7 eV
Charge ... -1


No. 2
This record from OMol25 describes a molecular structure, C32H48GaN3OSSi4. The level of theory is ωB97M-V/def2-TZVPD.

```
90
Properties=species:S:1:pos:R:3
Ga -0.408 0.209 0.293
C -0.727 -4.192 0.209
C 0.178 -4.548 1.194
C 1.008 -3.577 1.733
C 0.887 -2.275 1.282
N -0.025 -1.921 0.360
C -0.800 -2.865 -0.175
C 1.787 -1.171 1.689
C 2.863 -1.301 2.551
C 3.693 -0.205 2.732
C 3.449 0.970 2.039
C 2.339 1.033 1.210
N 1.532 -0.015 1.068
C 1.985 2.176 0.337
C 2.739 3.338 0.286
C 2.403 4.312 -0.639
C 1.332 4.080 -1.484
C 0.609 2.910 -1.329
N 0.897 1.977 -0.422
H -1.367 -4.925 -0.258
H 0.255 -5.574 1.527
H 1.737 -3.837 2.485
H -1.473 -2.536 -0.946
H 3.067 -2.234 3.053
H 4.546 -0.275 3.393
H 4.116 1.811 2.146
H 3.576 3.485 0.950
H 2.976 5.227 -0.705
H 1.051 4.790 -2.248
H -0.227 2.712 -1.982
C -4.833 -3.024 -6.362
C -3.965 -2.168 -5.487
C -3.954 -2.328 -4.105
C -3.143 -1.547 -3.295
C -2.330 -0.596 -3.886
C -2.311 -0.416 -5.265
C -3.134 -1.199 -6.052
S -1.286 0.473 -2.930
C -2.411 1.863 -2.797
O -1.221 -0.144 -1.521
H -5.579 -3.560 -5.780
H -4.226 -3.760 -6.893
H -5.344 -2.422 -7.112
H -4.597 -3.072 -3.651
H -3.167 -1.657 -2.223
H -1.654 0.314 -5.724
H -3.126 -1.064 -7.126
H -3.387 1.507 -2.477
H -2.476 2.324 -3.782
H -2.008 2.569 -2.074
C -0.060 3.849 2.428
Si -1.768 3.486 1.728
C -3.065 4.208 2.869
C -1.930 4.279 0.034
Si -2.134 1.154 1.735
Si -4.252 0.261 1.111
C -4.998 0.863 -0.498
C -5.381 0.789 2.508
C -4.133 -1.611 1.052
Si -1.522 0.277 3.865
C -1.679 -1.601 3.843
C -2.635 0.951 5.210
C 0.243 0.775 4.293
H 0.286 4.826 2.085
H 0.681 3.106 2.135
H -0.085 3.873 3.518
H -2.947 5.292 2.944
H -2.986 3.797 3.875
H -4.077 4.015 2.509
H -2.035 5.357 0.174
H -2.806 3.938 -0.519
H -1.041 4.118 -0.579
H -4.940 1.946 -0.622
H -6.058 0.596 -0.484
H -4.563 0.374 -1.370
H -5.423 1.875 2.605
H -5.062 0.381 3.464
H -6.399 0.437 2.325
H -3.257 -1.936 0.494
H -5.016 -2.033 0.567
H -4.068 -2.039 2.052
H -2.704 -1.896 4.074
H -1.036 -2.042 4.608
H -1.425 -2.052 2.882
H -3.678 0.681 5.062
H -2.578 2.038 5.277
H -2.328 0.549 6.179
H 0.928 0.748 3.446
H 0.633 0.108 5.066
H 0.267 1.788 4.695
```

Calculated values
HOMO-LUMO gap ... 7.3 eV
Charge ... +2


No. 3
This record from OMol25 describes 2 unconnected molecules or ions with the total composition C32H48N4OP. The level of theory is ωB97M-V/def2-TZVPD.

```
86
Properties=species:S:1:pos:R:3
C 1.885 5.588 8.136
N 1.502 4.231 7.836
C 2.419 3.223 7.724
O 3.637 3.320 7.779
C 1.647 1.923 7.470
C 1.979 0.820 8.504
C 3.394 0.296 8.337
C 4.274 0.275 9.427
C 5.607 -0.105 9.247
C 6.058 -0.520 7.993
C 5.163 -0.565 6.917
C 3.830 -0.181 7.092
N 0.235 2.395 7.480
C -0.853 1.603 7.284
C -2.145 2.019 7.429
C -3.217 1.049 7.637
C -4.649 1.524 7.462
C -5.574 0.834 6.680
C -6.939 1.084 6.835
C -7.378 2.087 7.697
C -6.443 2.856 8.409
C -5.079 2.580 8.282
C 0.108 3.798 7.905
C -0.373 3.910 9.360
C -0.734 4.647 6.935
H 2.958 5.734 8.023
H 1.361 6.257 7.453
H 1.606 5.883 9.151
H 1.895 1.556 6.449
H 1.844 1.219 9.530
H 1.245 -0.001 8.360
H 3.918 0.598 10.411
H 6.303 -0.053 10.082
H 7.104 -0.784 7.843
H 5.508 -0.882 5.930
H 3.131 -0.228 6.252
H -0.627 0.564 6.995
H -2.452 3.027 7.730
H -2.976 0.124 7.101
H -5.241 0.050 6.005
H -7.677 0.496 6.301
H -8.440 2.329 7.802
H -6.768 3.663 9.068
H -4.358 3.143 8.890
H 0.403 3.559 10.054
H -0.579 4.953 9.620
H -1.276 3.319 9.519
H -0.187 4.733 5.988
H -1.692 4.187 6.706
H -0.919 5.644 7.354
C 0.021 -4.452 6.694
C -1.292 -4.020 6.062
C -1.107 -2.633 5.448
C -1.759 -4.997 4.969
N -2.336 -3.900 7.108
C -2.267 -4.609 8.377
C -3.669 -4.541 9.006
N -4.540 -3.843 8.074
C -6.015 -3.856 8.171
C -6.436 -4.257 9.578
C -6.576 -4.805 7.099
C -6.520 -2.439 7.913
P -3.881 -3.638 6.558
H -3.175 0.848 8.692
H -0.029 -5.464 7.122
H 0.819 -4.440 5.935
H 0.301 -3.735 7.478
H -2.034 -2.205 5.049
H -0.726 -1.942 6.210
H -0.367 -2.669 4.639
H -2.634 -4.607 4.429
H -0.977 -5.206 4.221
H -2.060 -5.959 5.398
H -1.954 -5.668 8.287
H -1.527 -4.108 9.019
H -4.029 -5.559 9.250
H -3.636 -3.975 9.950
H -5.994 -3.567 10.311
H -7.530 -4.177 9.685
H -6.151 -5.289 9.835
H -6.356 -4.436 6.088
H -6.113 -5.796 7.169
H -7.664 -4.950 7.173
H -6.262 -2.058 6.925
H -7.609 -2.387 8.015
H -6.099 -1.747 8.649
```

Calculated values
HOMO-LUMO gap ... 4.8 eV
Charge ... +1


No. 4
This record from OMol25 describes a molecular structure, C32H48NiO3SSe. The level of theory is ωB97M-V/def2-TZVPD.

```
86
Properties=species:S:1:pos:R:3
Ni -1.328 1.574 -0.108
C 4.810 0.180 -4.156
C 4.030 -0.664 -3.141
C 4.992 -1.169 -2.059
C 3.447 -1.876 -3.867
C 2.944 0.190 -2.492
C 1.598 -0.113 -2.565
C 0.668 0.699 -1.923
Se -1.208 0.369 -2.099
C -1.609 -1.111 -0.949
C -1.274 -2.405 -1.310
C -1.628 -3.469 -0.493
C -2.352 -3.169 0.663
C -2.725 -1.884 1.043
C -2.336 -0.811 0.211
O -2.652 0.456 0.494
C -3.506 -1.635 2.334
C -3.848 -2.940 3.053
C -4.830 -0.921 2.026
C -2.657 -0.786 3.293
C -1.225 -4.890 -0.883
C -1.687 -5.922 0.145
C -1.846 -5.246 -2.239
C 0.303 -4.973 -0.996
C 1.026 1.847 -1.212
O 0.090 2.611 -0.647
C 2.405 2.181 -1.139
C 3.301 1.344 -1.779
C 2.880 3.412 -0.365
C 2.218 4.678 -0.928
C 4.392 3.597 -0.474
C 2.543 3.253 1.126
H 5.587 -0.421 -4.633
H 5.293 1.032 -3.679
H 4.149 0.564 -4.934
H 5.775 -1.786 -2.503
H 4.463 -1.768 -1.316
H 5.475 -0.343 -1.536
H 4.255 -2.458 -4.312
H 2.772 -1.582 -4.672
H 2.902 -2.532 -3.187
H 1.247 -0.975 -3.117
H -0.732 -2.572 -2.233
H -2.641 -3.985 1.307
H -4.469 -3.595 2.441
H -4.407 -2.708 3.961
H -2.955 -3.493 3.351
H -5.456 -1.537 1.377
H -4.664 0.031 1.531
H -5.379 -0.752 2.955
H -1.778 -1.344 3.621
H -3.243 -0.536 4.181
H -2.317 0.131 2.819
H -2.774 -5.936 0.245
H -1.258 -5.733 1.130
H -1.372 -6.918 -0.170
H -2.934 -5.194 -2.198
H -1.561 -6.259 -2.532
H -1.509 -4.569 -3.023
H 0.780 -4.721 -0.048
H 0.685 -4.285 -1.751
H 0.609 -5.981 -1.281
H 4.352 1.590 -1.722
H 2.483 4.816 -1.979
H 2.576 5.552 -0.378
H 1.136 4.630 -0.855
H 4.716 3.739 -1.507
H 4.942 2.753 -0.054
H 4.681 4.488 0.086
H 1.491 3.034 1.278
H 2.801 4.170 1.662
H 3.126 2.439 1.563
O -1.099 2.283 1.749
S -2.114 3.428 1.576
C -3.239 3.336 2.989
C -3.186 4.688 3.693
C -1.727 5.134 3.613
C -1.335 4.948 2.152
H -2.806 2.539 3.599
H -4.216 3.014 2.638
H -3.548 4.601 4.717
H -3.827 5.407 3.178
H -1.105 4.497 4.245
H -1.580 6.165 3.934
H -0.272 4.829 1.943
H -1.728 5.741 1.514
```

Calculated values
HOMO-LUMO gap (alpha / beta) ... 7.6 / 7.6 eV


Computed energy (a.u.) in order:
-3994.87604, -4968.31569, -1883.53798, -5781.81292
Computed F_max (eV/Å) in order:
4.88, 0.59, 2.83, 0.93